(1)
The ion C5H10NO with charge -1. Source: the Open Molecules 2025 dataset; level of theory: the ωB97M-V functional and the def2-TZVPD basis.

The geometry in XYZ format:
```
17
Properties=species:S:1:pos:R:3:forces:R:3
C -0.4937 1.9166 -0.7231 2.18 -1.33 -1.59
O -1.5365 1.4760 -1.5361 -1.04 0.25 0.35
C -0.0662 1.2022 0.5533 -0.07 -0.46 -1.45
C 0.8160 -0.0222 0.3012 2.53 -1.79 -1.31
C 0.1556 -1.5145 0.0943 0.61 3.70 1.38
C 0.5070 -2.3929 1.0455 3.35 0.00 2.38
N -0.6539 -1.3889 -0.8943 -2.24 -0.75 -2.75
H -0.7189 2.8845 -0.4490 -0.50 2.46 0.37
H 0.4176 1.9001 -1.3990 -0.47 0.47 0.83
H -0.9520 1.0399 1.1517 -0.18 -0.48 0.44
H 0.5426 1.9581 1.0466 0.09 0.04 0.28
H 1.4232 0.0350 -0.7496 -1.35 0.61 2.32
H 1.6160 -0.0055 1.1073 -0.86 -0.45 -0.82
H 0.1038 -3.2256 1.5446 -1.15 -1.32 -0.54
H 1.4590 -2.1247 1.6298 -1.42 -0.06 -0.73
H -1.5741 0.5283 -1.4300 0.23 -1.39 -0.04
H -1.0455 -2.2665 -1.2931 0.32 0.51 0.89
```
Positions in Å, forces in eV/Å.

Output
**HOMO-LUMO gap**: 6.21 eV
**Charge**: -1

Atomic partial charges in e from the natural (NBO) method, atoms 1 to 6: atom 1 (C): -0.04, atom 2 (O): -0.76, atom 3 (C): -0.43, atom 4 (C): -0.43, atom 5 (C): 0.24, atom 6 (C): -0.78

(2)
A structure of composition C5H10NO. Source: the Open Molecules 2025 dataset; level of theory: the ωB97M-V functional and the def2-TZVPD basis.

The geometry in XYZ format:
```
17
Properties=species:S:1:pos:R:3:forces:R:3
C -0.2913 0.3520 -0.6168 1.55 -2.85 -0.32
C -0.9182 -1.0163 -0.7445 -0.78 1.25 0.18
C -0.4186 -2.1004 -0.0590 0.42 -1.17 -0.35
C -0.5863 -3.4775 -0.2704 -0.01 1.30 0.33
N -0.2942 0.9639 0.7681 2.17 2.78 -0.82
C 0.4161 2.2238 0.5819 -2.18 4.29 -1.65
O 1.1645 2.6796 -0.2913 -0.28 -1.49 -0.17
H -0.6320 1.0591 -1.3745 -0.21 0.19 0.34
H 0.7689 0.1434 -0.8434 -0.02 0.74 -0.08
H -1.7280 -1.1190 -1.4556 -0.09 -0.04 -0.05
H 0.3085 -1.8415 0.7202 -0.06 -0.05 0.09
H 2.8261 0.9766 2.4359 -0.20 0.01 -0.06
H -1.2316 -3.8002 -1.0817 -0.03 -0.28 0.16
H -0.2113 -4.1606 0.4784 -0.04 -0.26 -0.15
H 2.0976 0.9603 2.2661 0.41 -0.08 0.26
H 0.0806 3.0707 1.2093 -0.12 -0.81 1.28
H 0.8194 1.1674 1.1123 -0.53 -3.51 1.01
```
Positions in Å, forces in eV/Å.

Output
**HOMO-LUMO gap**: 4.99 eV
**Charge**: -1

Atomic partial charges in e from the natural (NBO) method, atoms 1 to 6: atom 1 (C): -0.28, atom 2 (C): -0.53, atom 3 (C): -0.17, atom 4 (C): -0.74, atom 5 (N): -0.48, atom 6 (C): 0.34

(3)
The ion C5H10NO with charge -1. Source: the Open Molecules 2025 dataset; level of theory: the ωB97M-V functional and the def2-TZVPD basis.

The geometry in XYZ format:
```
17
Properties=species:S:1:pos:R:3:forces:R:3
N -0.1351 -1.2159 -0.1544 -1.45 -1.41 0.34
C 0.5090 -0.9665 -1.4627 1.67 1.63 3.09
C 0.7242 0.6670 -1.4147 -1.53 -0.87 -1.33
C 0.5111 1.0869 0.0701 -0.63 -2.59 -0.92
C -0.5536 -0.0096 0.4896 5.29 1.16 1.81
C -0.6907 -0.0578 2.0126 -0.04 -0.43 0.31
O 0.3679 0.3607 2.7388 -0.91 -0.48 -0.27
H -0.9749 -1.8512 -0.1631 1.47 0.74 -0.42
H -0.1592 -1.4174 -2.1842 0.72 0.21 -1.05
H 1.5364 -1.3861 -1.2417 -0.96 -0.16 -1.59
H -0.0847 1.0421 -2.1308 0.75 0.03 1.18
H 1.6525 1.0698 -1.8342 0.14 -0.61 -0.05
H 0.0568 2.0705 0.1085 0.33 0.23 0.42
H 1.3893 0.8926 0.7214 -0.49 0.64 -0.41
H -1.3882 0.3864 0.1682 -5.01 1.51 -2.24
H -1.0698 -1.1187 2.1353 0.45 -0.29 0.55
H -1.6910 0.4473 2.1413 0.21 0.69 0.59
```
Positions in Å, forces in eV/Å.

Output
**SMILES**: [O-]C[C@H]1CCCN1
**HOMO-LUMO gap**: 6.11 eV
**Charge**: -1

Atomic partial charges in e from the natural (NBO) method, atoms 1 to 6: atom 1 (N): -0.64, atom 2 (C): -0.24, atom 3 (C): -0.41, atom 4 (C): -0.42, atom 5 (C): -0.08, atom 6 (C): 0.00

(4)
The ion C5H10NO with charge -1. Source: the Open Molecules 2025 dataset; level of theory: the ωB97M-V functional and the def2-TZVPD basis.

The geometry in XYZ format:
```
17
Properties=species:S:1:pos:R:3:forces:R:3
N -1.3839 0.4697 0.2190 0.96 2.24 -0.24
C -1.3572 -0.9035 -0.1993 0.68 -0.81 -1.14
C 0.0174 -1.1378 -1.0210 -0.82 -1.00 0.40
C 0.6855 0.2242 -0.9581 -0.10 0.11 -0.21
C 0.0872 0.9413 0.3099 0.03 0.44 -1.74
C 0.9600 0.6207 1.6752 -1.02 0.38 0.35
O 0.9301 -0.5693 2.3296 -0.14 0.84 -1.57
H -1.7368 1.0324 -0.5764 0.13 -0.42 0.69
H -2.2328 -1.1277 -0.8531 0.43 0.07 0.54
H -1.4021 -1.4746 0.7162 0.19 -0.65 -0.02
H -0.1587 -1.5269 -2.0635 0.01 0.50 0.85
H 0.7027 -1.8694 -0.5310 -0.84 0.37 -0.07
H 0.5039 0.7651 -1.9316 0.28 -0.13 1.01
H 1.7376 0.0205 -0.8029 0.46 0.52 -0.24
H 0.1057 2.1143 0.0185 -0.06 -2.36 1.28
H 0.5415 1.4491 2.3136 0.32 0.03 0.07
H 1.9998 0.9718 1.3547 -0.51 -0.14 0.04
```
Positions in Å, forces in eV/Å.

Output
**SMILES**: [O-]C[C@H]1CCCN1
**HOMO-LUMO gap**: 6.36 eV
**Charge**: -1

Atomic partial charges in e from the natural (NBO) method, atoms 1 to 6: atom 1 (N): -0.63, atom 2 (C): -0.23, atom 3 (C): -0.43, atom 4 (C): -0.45, atom 5 (C): -0.06, atom 6 (C): -0.01